C21H58NO13PS | ωB97M-V/def2-TZVPD

CARTESIAN COORDINATES (ANGSTROEM)
1 N -1.968 -1.408 0.519
2 C -1.723 -2.752 1.067
3 C -0.744 -3.537 0.246
4 C -1.302 -3.900 -1.128
5 C -0.569 -3.261 -2.320
6 C -1.568 -2.789 -3.387
7 C -2.169 -1.452 -2.994
8 O -1.553 -0.340 -3.726
9 S -2.550 0.900 -3.585
10 O -1.945 2.003 -2.982
11 O -3.075 1.139 -4.856
12 O -3.670 0.231 -2.675
13 C -3.625 -1.183 -3.112
14 P -4.856 -2.379 -2.450
15 O -6.201 -1.525 -2.713
16 O -4.748 -2.245 -0.826
17 H -2.948 -1.312 0.282
18 H -1.817 -0.715 1.243
19 H -2.650 -3.300 1.186
20 H -1.321 -2.647 2.068
21 H 0.208 -3.028 0.191
22 H -0.569 -4.458 0.792
23 H -2.342 -3.602 -1.179
24 H -1.264 -4.970 -1.269
25 H 0.003 -2.396 -2.022
26 H 0.049 -4.008 -2.793
27 H -2.325 -3.540 -3.562
28 H -1.017 -2.627 -4.303
29 H -1.880 -1.246 -1.966
30 H -3.923 -1.107 -4.159
31 H -6.537 -1.189 -1.860
32 H -4.600 -3.136 -0.471
33 C 2.245 1.448 -2.320
34 C 1.187 0.415 -1.977
35 O 0.151 0.972 -1.181
36 H 2.676 1.867 -1.409
37 H 3.045 1.005 -2.918
38 H 1.810 2.277 -2.880
39 H 1.624 -0.400 -1.398
40 H 0.757 -0.003 -2.892
41 H -0.265 1.687 -1.679
42 C 6.114 0.701 -1.131
43 C 5.362 -0.115 -0.099
44 O 4.686 0.742 0.828
45 H 6.836 1.355 -0.642
46 H 6.644 0.058 -1.835
47 H 5.425 1.338 -1.692
48 H 6.047 -0.731 0.477
49 H 4.632 -0.774 -0.577
50 H 4.062 1.280 0.326
51 C -2.022 0.848 5.493
52 C -2.165 0.986 3.989
53 O -0.938 0.679 3.318
54 H -1.233 1.504 5.864
55 H -2.954 1.100 6.000
56 H -1.747 -0.175 5.761
57 H -2.422 2.010 3.727
58 H -2.953 0.333 3.613
59 H -0.707 -0.230 3.538
60 C 4.856 4.723 0.435
61 C 6.279 4.193 0.446
62 O 6.618 3.648 1.716
63 H 4.733 5.493 1.197
64 H 4.600 5.147 -0.538
65 H 4.146 3.924 0.662
66 H 6.985 4.995 0.238
67 H 6.407 3.421 -0.317
68 H 6.003 2.924 1.894
69 C 7.051 -3.671 1.474
70 C 5.799 -4.316 0.908
71 O 5.429 -3.752 -0.349
72 H 6.903 -2.598 1.598
73 H 7.311 -4.101 2.441
74 H 7.896 -3.809 0.796
75 H 4.954 -4.162 1.577
76 H 5.949 -5.395 0.789
77 H 6.162 -3.893 -0.959
78 C -6.864 1.118 1.428
79 C -5.446 0.604 1.269
80 O -4.992 -0.023 2.470
81 H -6.919 1.827 2.254
82 H -7.207 1.613 0.518
83 H -7.550 0.298 1.656
84 H -4.763 1.426 1.065
85 H -5.382 -0.109 0.438
86 H -5.579 -0.765 2.655
87 C -3.086 3.664 0.046
88 C -2.383 4.681 0.924
89 O -2.541 4.385 2.309
90 H -4.153 3.636 0.277
91 H -2.962 3.907 -1.009
92 H -2.686 2.661 0.220
93 H -2.798 5.675 0.766
94 H -1.314 4.715 0.688
95 H -2.155 3.514 2.458

* HOMO energy: -0.3448 hartree
* max |F|: 0.0488 Eh/bohr
* orbital gap: 9.3 eV
* charge: 0
* spin multiplicity: 1
* E_LUMO: -0.036 eV

Charges obtained by Mulliken population analysis, quoted in units of e: atom 1 (N): 0.147, atom 2 (C): -0.601, atom 3 (C): -0.863, atom 4 (C): 0.033, atom 5 (C): -0.488, atom 6 (C): -1.479, atom 7 (C): 1.033, atom 8 (O): -0.359, atom 9 (S): 1.054, atom 10 (O): -0.620, atom 11 (O): -0.634, atom 12 (O): -0.282, atom 13 (C): 0.064, atom 14 (P): 0.057, atom 15 (O): -0.443, atom 16 (O): -0.546, atom 17 (H): -0.182, atom 18 (H): 0.017, atom 19 (H): 0.249, atom 20 (H): 0.387, atom 21 (H): 0.340, atom 22 (H): 0.358, atom 23 (H): -0.337, atom 24 (H): 0.596, atom 25 (H): 0.004, atom 26 (H): 0.587, atom 27 (H): 0.488, atom 28 (H): 0.450, atom 29 (H): 0.041, atom 30 (H): 0.317, atom 31 (H): 0.302, atom 32 (H): 0.287, atom 33 (C): -1.065, atom 34 (C): 0.043, atom 35 (O): -0.295, atom 36 (H): 0.041, atom 37 (H): 0.339, atom 38 (H): 0.446, atom 39 (H): 0.266, atom 40 (H): 0.080, atom 41 (H): 0.154, atom 42 (C): -1.014, atom 43 (C): 0.299, atom 44 (O): -0.534, atom 45 (H): 0.209, atom 46 (H): 0.379, atom 47 (H): 0.274, atom 48 (H): -0.052, atom 49 (H): 0.169, atom 50 (H): 0.259, atom 51 (C): -1.344, atom 52 (C): 0.480, atom 53 (O): -0.435, atom 54 (H): 0.323, atom 55 (H): 0.359, atom 56 (H): 0.349, atom 57 (H): 0.017, atom 58 (H): 0.033, atom 59 (H): 0.254, atom 60 (C): -0.955, atom 61 (C): 0.071, atom 62 (O): -0.540, atom 63 (H): 0.292, atom 64 (H): 0.315, atom 65 (H): 0.205, atom 66 (H): 0.345, atom 67 (H): -0.080, atom 68 (H): 0.341, atom 69 (C): -0.907, atom 70 (C): -0.270, atom 71 (O): -0.485, atom 72 (H): 0.180, atom 73 (H): 0.345, atom 74 (H): 0.302, atom 75 (H): 0.269, atom 76 (H): 0.295, atom 77 (H): 0.285, atom 78 (C): -1.457, atom 79 (C): 1.032, atom 80 (O): -0.464, atom 81 (H): 0.345, atom 82 (H): 0.369, atom 83 (H): 0.431, atom 84 (H): -0.172, atom 85 (H): -0.318, atom 86 (H): 0.276, atom 87 (C): -0.569, atom 88 (C): -0.416, atom 89 (O): -0.520, atom 90 (H): 0.266, atom 91 (H): 0.344, atom 92 (H): -0.002, atom 93 (H): 0.338, atom 94 (H): 0.273, atom 95 (H): 0.223

***

C12H38N2O6 | ωB97M-V/def2-TZVPD

CARTESIAN COORDINATES (ANGSTROEM)
1 C -6.549 -2.823 1.615
2 O -5.931 -1.783 0.873
3 C -4.934 -1.077 1.579
4 C -4.263 -0.153 0.591
5 C -3.565 -0.863 -0.562
6 N -3.337 0.786 1.226
7 H -7.027 -2.476 2.533
8 H -5.774 -3.579 1.764
9 H -7.317 -3.259 0.978
10 H -5.336 -0.512 2.429
11 H -4.205 -1.774 2.013
12 H -5.056 0.455 0.127
13 H -2.883 -0.176 -1.069
14 H -4.270 -1.230 -1.303
15 H -2.922 -1.653 -0.164
16 H -3.019 1.420 0.483
17 H -3.714 1.284 2.020
18 C 5.391 -3.739 -3.474
19 O 5.022 -2.448 -3.906
20 C 5.817 -1.400 -3.373
21 C 5.529 -1.223 -1.877
22 C 4.097 -0.983 -1.397
23 N 6.476 -0.254 -1.310
24 H 4.933 -4.011 -2.519
25 H 6.466 -3.930 -3.487
26 H 4.915 -4.400 -4.202
27 H 6.866 -1.653 -3.542
28 H 5.595 -0.480 -3.916
29 H 5.899 -2.144 -1.413
30 H 3.702 -0.020 -1.718
31 H 3.928 -1.169 -0.336
32 H 3.486 -1.782 -1.837
33 H 6.343 0.002 -0.344
34 H 6.567 0.599 -1.848
35 C 0.290 0.766 -0.211
36 O 0.222 2.129 -0.664
37 H 1.257 0.312 -0.405
38 H 0.094 0.775 0.862
39 H -0.492 0.209 -0.727
40 H -0.686 2.429 -0.536
41 C 2.281 3.332 1.947
42 O 1.228 4.064 1.356
43 H 2.046 2.312 2.277
44 H 3.141 3.217 1.279
45 H 2.583 3.889 2.835
46 H 1.188 3.742 0.445
47 C -0.868 -0.592 3.286
48 O -1.465 -1.348 2.259
49 H 0.078 -1.063 3.556
50 H -0.687 0.460 3.055
51 H -1.482 -0.643 4.191
52 H -2.061 -0.802 1.719
53 C -2.997 4.115 0.106
54 O -2.705 2.851 -0.512
55 H -2.247 4.366 0.856
56 H -2.830 4.872 -0.663
57 H -4.003 4.131 0.518
58 H -2.817 2.926 -1.463

* HOMO energy: -0.3301 hartree
* energy above the lowest of the compared OMol25 structures with the same formula, charge and spin: 52.6 kcal/mol
* max |F|: 0.0420 Eh/bohr
* orbital gap: 9.3 eV
* charge: 0
* spin multiplicity: 1
* E_LUMO: 0.368 eV

Charges obtained by natural (NBO) population analysis, quoted in units of e: atom 1 (C): -0.246, atom 2 (O): -0.545, atom 3 (C): -0.066, atom 4 (C): -0.065, atom 5 (C): -0.616, atom 6 (N): -0.890, atom 7 (H): 0.169, atom 8 (H): 0.173, atom 9 (H): 0.191, atom 10 (H): 0.159, atom 11 (H): 0.174, atom 12 (H): 0.162, atom 13 (H): 0.198, atom 14 (H): 0.227, atom 15 (H): 0.212, atom 16 (H): 0.403, atom 17 (H): 0.364, atom 18 (C): -0.260, atom 19 (O): -0.538, atom 20 (C): -0.059, atom 21 (C): -0.076, atom 22 (C): -0.634, atom 23 (N): -0.855, atom 24 (H): 0.168, atom 25 (H): 0.171, atom 26 (H): 0.192, atom 27 (H): 0.178, atom 28 (H): 0.181, atom 29 (H): 0.180, atom 30 (H): 0.207, atom 31 (H): 0.214, atom 32 (H): 0.217, atom 33 (H): 0.365, atom 34 (H): 0.350, atom 35 (C): -0.247, atom 36 (O): -0.769, atom 37 (H): 0.185, atom 38 (H): 0.173, atom 39 (H): 0.168, atom 40 (H): 0.485, atom 41 (C): -0.248, atom 42 (O): -0.734, atom 43 (H): 0.154, atom 44 (H): 0.160, atom 45 (H): 0.176, atom 46 (H): 0.486, atom 47 (C): -0.245, atom 48 (O): -0.766, atom 49 (H): 0.173, atom 50 (H): 0.164, atom 51 (H): 0.154, atom 52 (H): 0.495, atom 53 (C): -0.260, atom 54 (O): -0.762, atom 55 (H): 0.200, atom 56 (H): 0.181, atom 57 (H): 0.182, atom 58 (H): 0.490

***

C3H5N3O | ωB97M-V/def2-TZVPD

CARTESIAN COORDINATES (ANGSTROEM)
1 N -1.073 -0.863 0.970
2 C -0.734 -0.132 -0.074
3 C -1.140 -0.203 -1.413
4 O -0.383 0.578 -2.130
5 N 0.663 1.135 -1.411
6 C 0.450 0.726 -0.152
7 N 1.236 0.774 0.909
8 H 0.550 -1.366 1.374
9 H -0.870 -0.335 1.822
10 H -1.994 -0.654 -1.898
11 H 1.106 -0.694 1.350
12 H 2.190 1.034 0.653

* HOMO energy (alpha / beta): -0.3367 / -0.3365 hartree
* energy above the lowest of the compared OMol25 structures with the same formula, charge and spin: 152.4 kcal/mol
* max |F|: 0.0065 Eh/bohr
* orbital gap (alpha / beta): 7.4 / 7.4 eV
* charge: 0
* spin multiplicity: 1
* E_LUMO (alpha / beta): -1.722 / -1.727 eV

Charges obtained by natural (NBO) population analysis, quoted in units of e: atom 1 (N): -0.485, atom 2 (C): -0.011, atom 3 (C): 0.199, atom 4 (O): -0.210, atom 5 (N): -0.204, atom 6 (C): 0.254, atom 7 (N): -0.657, atom 8 (H): 0.025, atom 9 (H): 0.367, atom 10 (H): 0.219, atom 11 (H): 0.127, atom 12 (H): 0.377

***

C15H27BrFI2N4O2 | ωB97M-V/def2-TZVPD

CARTESIAN COORDINATES (ANGSTROEM)
1 C 3.988 -2.596 0.707
2 C 3.506 -1.853 -0.535
3 C 2.057 -2.171 -0.881
4 Br 1.918 -4.030 -1.450
5 N 1.549 -1.216 -1.873
6 C 2.318 -1.141 -3.124
7 C 0.197 -1.269 -2.082
8 N -0.574 -0.647 -1.245
9 C -0.095 0.136 -0.148
10 I 0.829 1.931 -0.752
11 C -0.249 -0.183 1.137
12 C 0.192 0.670 2.285
13 I -1.213 -1.979 1.632
14 N -0.333 -1.915 -3.232
15 F -0.475 -0.895 -4.201
16 C -1.636 -2.563 -3.123
17 C -1.573 -3.976 -2.564
18 C -2.138 -4.306 -1.206
19 N -1.062 -4.832 -3.346
20 H 3.998 -3.661 0.505
21 H 5.016 -2.307 0.900
22 H 3.366 -2.367 1.567
23 H 3.639 -0.776 -0.456
24 H 4.122 -2.182 -1.372
25 H 1.472 -2.026 0.023
26 H 1.777 -0.590 -3.881
27 H 2.593 -2.116 -3.518
28 H 3.224 -0.579 -2.923
29 H -1.580 -0.664 -1.382
30 H 1.277 0.721 2.328
31 H -0.183 1.681 2.141
32 H -0.199 0.300 3.223
33 H -2.397 -1.956 -2.620
34 H -1.967 -2.684 -4.148
35 H -2.680 -5.243 -1.301
36 H -2.865 -3.563 -0.890
37 H -1.358 -4.461 -0.466
38 H -1.070 -5.765 -2.936
39 O -1.598 3.158 4.769
40 C -1.656 4.124 4.062
41 O -2.519 4.110 3.026
42 C -2.756 5.239 2.179
43 C -1.723 5.284 1.074
44 C -0.734 5.307 4.251
45 H -2.807 6.165 2.751
46 H -3.746 5.077 1.758
47 H -0.717 5.415 1.472
48 H -1.923 6.094 0.373
49 H -1.743 4.335 0.539
50 H 0.222 5.083 3.779
51 H -0.575 5.442 5.317
52 H -1.117 6.243 3.854

* HOMO energy: -0.4515 hartree
* energy above the lowest of the compared OMol25 structures with the same formula, charge and spin: 5.6 kcal/mol
* max |F|: 0.0303 Eh/bohr
* orbital gap: 7.6 eV
* charge: +1
* spin multiplicity: 1
* E_LUMO: -4.696 eV

Charges obtained by natural (NBO) population analysis, quoted in units of e: atom 1 (C): -0.607, atom 2 (C): -0.440, atom 3 (C): -0.063, atom 4 (Br): 0.023, atom 5 (N): -0.460, atom 6 (C): -0.438, atom 7 (C): 0.768, atom 8 (N): -0.512, atom 9 (C): -0.101, atom 10 (I): 0.238, atom 11 (C): -0.112, atom 12 (C): -0.685, atom 13 (I): 0.222, atom 14 (N): -0.070, atom 15 (F): -0.226, atom 16 (C): -0.316, atom 17 (C): 0.286, atom 18 (C): -0.702, atom 19 (N): -0.557, atom 20 (H): 0.226, atom 21 (H): 0.233, atom 22 (H): 0.205, atom 23 (H): 0.224, atom 24 (H): 0.220, atom 25 (H): 0.222, atom 26 (H): 0.239, atom 27 (H): 0.230, atom 28 (H): 0.233, atom 29 (H): 0.444, atom 30 (H): 0.249, atom 31 (H): 0.254, atom 32 (H): 0.259, atom 33 (H): 0.171, atom 34 (H): 0.283, atom 35 (H): 0.246, atom 36 (H): 0.218, atom 37 (H): 0.245, atom 38 (H): 0.346, atom 39 (O): -0.576, atom 40 (C): 0.797, atom 41 (O): -0.512, atom 42 (C): -0.071, atom 43 (C): -0.635, atom 44 (C): -0.745, atom 45 (H): 0.183, atom 46 (H): 0.202, atom 47 (H): 0.206, atom 48 (H): 0.227, atom 49 (H): 0.208, atom 50 (H): 0.241, atom 51 (H): 0.256, atom 52 (H): 0.222

***

C4H9NO | ωB97M-V/def2-TZVPD

CARTESIAN COORDINATES (ANGSTROEM)
1 N -1.829 -0.623 -0.310
2 C -0.652 -0.397 -1.116
3 C 0.748 -0.882 -0.328
4 O 0.618 -1.856 0.396
5 H -1.557 -0.939 0.620
6 H -2.402 -1.367 -0.695
7 H -0.618 0.620 -1.512
8 H -0.631 -1.040 -2.004
9 H 1.567 -0.749 -1.051
10 C 1.262 0.746 1.200
11 C 0.311 1.572 0.704
12 H 2.319 0.960 1.054
13 H 1.031 0.100 2.034
14 H 0.558 2.362 0.010
15 H -0.725 1.494 0.999

* HOMO energy: -0.3348 hartree
* energy above the lowest of the compared OMol25 structures with the same formula, charge and spin: 81.8 kcal/mol
* max |F|: 0.1026 Eh/bohr
* orbital gap: 9.6 eV
* charge: 0
* spin multiplicity: 1
* E_LUMO: 0.500 eV

Charges obtained by natural (NBO) population analysis, quoted in units of e: atom 1 (N): -0.855, atom 2 (C): -0.298, atom 3 (C): 0.402, atom 4 (O): -0.579, atom 5 (H): 0.369, atom 6 (H): 0.365, atom 7 (H): 0.179, atom 8 (H): 0.191, atom 9 (H): 0.137, atom 10 (C): -0.432, atom 11 (C): -0.319, atom 12 (H): 0.213, atom 13 (H): 0.220, atom 14 (H): 0.196, atom 15 (H): 0.211

***

Copy entry 5 word for word.
C4H9NO | ωB97M-V/def2-TZVPD

CARTESIAN COORDINATES (ANGSTROEM)
1 N -1.829 -0.623 -0.310
2 C -0.652 -0.397 -1.116
3 C 0.748 -0.882 -0.328
4 O 0.618 -1.856 0.396
5 H -1.557 -0.939 0.620
6 H -2.402 -1.367 -0.695
7 H -0.618 0.620 -1.512
8 H -0.631 -1.040 -2.004
9 H 1.567 -0.749 -1.051
10 C 1.262 0.746 1.200
11 C 0.311 1.572 0.704
12 H 2.319 0.960 1.054
13 H 1.031 0.100 2.034
14 H 0.558 2.362 0.010
15 H -0.725 1.494 0.999

* HOMO energy: -0.3348 hartree
* energy above the lowest of the compared OMol25 structures with the same formula, charge and spin: 81.8 kcal/mol
* max |F|: 0.1026 Eh/bohr
* orbital gap: 9.6 eV
* charge: 0
* spin multiplicity: 1
* E_LUMO: 0.500 eV

Charges obtained by natural (NBO) population analysis, quoted in units of e: atom 1 (N): -0.855, atom 2 (C): -0.298, atom 3 (C): 0.402, atom 4 (O): -0.579, atom 5 (H): 0.369, atom 6 (H): 0.365, atom 7 (H): 0.179, atom 8 (H): 0.191, atom 9 (H): 0.137, atom 10 (C): -0.432, atom 11 (C): -0.319, atom 12 (H): 0.213, atom 13 (H): 0.220, atom 14 (H): 0.196, atom 15 (H): 0.211